Entry 1:
Computed, not measured: C21H32NO5PPtS2 as an isolated structure, with wB97M-V/def2-TZVPD.

```
63
Properties=species:S:1:pos:R:3
Pt -1.03634 0.98077 0.22427
S -4.86016 0.33242 2.41063
C -3.87945 1.32935 3.39769
C -2.66903 1.58648 2.83163
C -2.51571 0.96583 1.55656
C -3.62357 0.25080 1.20745
C -3.71859 -0.46135 -0.05250
C -4.83916 -1.16322 -0.50055
C -4.80207 -1.77351 -1.73881
C -3.65411 -1.67474 -2.51740
C -2.58102 -0.97332 -2.00522
N -2.60142 -0.39758 -0.80190
H -4.25455 1.67613 4.35258
H -1.91188 2.19407 3.31373
H -5.72424 -1.21196 0.12272
H -5.66527 -2.31743 -2.10399
H -3.59080 -2.12261 -3.50132
H -1.66507 -0.86501 -2.57409
C 2.22533 1.80100 2.34188
C 1.91835 2.78741 1.23325
C 3.19706 3.48651 0.78460
C 0.86004 3.79025 1.67097
O 1.35925 1.95531 0.15867
P 1.02613 2.48236 -1.36548
O 1.27247 3.91591 -1.54799
O -0.38008 1.90945 -1.60101
O 2.09943 1.67500 -2.22251
C 2.35311 0.28378 -2.49455
C 3.82981 0.08895 -2.19289
C 1.52603 -0.67841 -1.65152
C 2.05707 0.07949 -3.96967
H 2.57538 2.34034 3.22533
H 3.01085 1.10862 2.02264
H 1.33450 1.22515 2.59973
H 3.58883 4.07180 1.61993
H 3.01032 4.14748 -0.06211
H 3.95137 2.74644 0.49478
H 1.19916 4.34130 2.54891
H -0.06568 3.26521 1.92452
H 0.65355 4.49696 0.86337
H 4.02888 0.36252 -1.15299
H 4.43603 0.72824 -2.83748
H 4.12154 -0.95242 -2.34948
H 1.68729 -0.49633 -0.58684
H 1.82953 -1.69987 -1.88729
H 0.46299 -0.56732 -1.86836
H 2.66004 0.76305 -4.57051
H 1.00229 0.28838 -4.16582
H 2.27975 -0.94931 -4.27025
O -0.13488 -0.64714 1.89332
S -0.18072 -2.07862 2.35936
C 1.18332 -2.95711 1.53577
C 0.59746 -4.21758 0.91419
C -0.73616 -3.78536 0.29946
C -1.44300 -2.94381 1.36257
H 1.98208 -3.13066 2.25624
H 1.52169 -2.24534 0.77885
H 0.42489 -4.97923 1.68263
H 1.27601 -4.64557 0.17541
H -1.34322 -4.64361 0.01169
H -0.56164 -3.18455 -0.59717
H -2.03727 -3.54947 2.05093
H -2.06674 -2.14434 0.96343
```

Computed properties:
ΔE to the lowest compared entry with this formula, charge and spin = 216.6 kJ/mol
gap between HOMO and LUMO (spin up / spin down) = 7.30 / 7.48 eV
net charge = 0
2S+1 = 1

---

Entry 2:
Computed, not measured: a 5-piece molecular cluster, C21H32O12S overall, with wB97M-V/def2-TZVPD.

```
66
Properties=species:S:1:pos:R:3
C -3.23222 0.12466 -0.94208
C -3.75185 -1.28392 -0.74592
C -2.91289 -2.21277 0.32938
O -1.44259 -2.16524 0.03217
S -0.78565 -3.68853 0.55213
O 0.11658 -3.48587 1.81769
O 0.11318 -4.23704 -0.78968
C 1.52558 -3.83063 -0.72306
C 1.76710 -2.20201 -0.63108
O 1.24914 -1.28827 -1.46511
H -2.38982 0.28384 -1.76577
H -3.58549 1.04286 -0.27213
H -4.72202 -1.64616 -1.33069
H -3.10434 -1.71456 1.39717
H -3.29560 -3.32221 0.40870
H 2.02505 -4.18847 -1.74653
H 2.14441 -4.36844 0.13433
H 2.45689 -1.83228 0.27020
O 6.08256 -4.55736 -3.08701
C 5.13294 -4.61308 -3.85076
O 3.85748 -4.25477 -3.52063
C 2.99000 -4.55088 -4.61405
C 3.88217 -4.60382 -5.82655
C 5.17956 -5.12220 -5.25958
H 2.49647 -5.50876 -4.41893
H 2.22802 -3.77095 -4.70191
H 3.47802 -5.22316 -6.63168
H 4.03237 -3.59152 -6.22113
H 5.20889 -6.21523 -5.24384
H 6.04143 -4.71897 -5.79624
O -1.89440 1.32863 -3.48485
C -1.46444 2.38052 -3.04118
O -2.10091 3.13586 -2.09855
C -1.37163 4.34557 -1.89721
C 0.02887 4.04832 -2.36535
C -0.19816 3.05409 -3.47592
H -1.84557 5.14068 -2.48232
H -1.39831 4.62040 -0.83873
H 0.57547 4.94063 -2.68184
H 0.59711 3.57236 -1.55691
H -0.36789 3.54856 -4.43639
H 0.62425 2.33866 -3.54821
O -0.75508 5.90652 0.56612
C -1.46473 6.54813 1.32303
O -1.00755 7.23166 2.41297
C -2.11856 7.77192 3.12679
C -3.23925 7.84410 2.12292
C -2.95568 6.66571 1.22604
H -2.35281 7.10632 3.96420
H -1.85919 8.75904 3.52041
H -4.23098 7.81588 2.58208
H -3.16027 8.77287 1.54485
H -3.41205 5.74696 1.60477
H -3.26988 6.85935 0.19785
O -1.22949 -3.65363 7.79090
C -0.46816 -3.31955 6.89819
O -0.47430 -3.85298 5.64136
C 0.61512 -3.31010 4.89690
C 0.96085 -2.01535 5.58468
C 0.63107 -2.30889 7.02637
H 1.44354 -4.02596 4.91766
H 0.30954 -3.15160 3.85858
H 1.99795 -1.70765 5.42692
H 0.31001 -1.21360 5.21505
H 1.47507 -2.76355 7.55245
H 0.28506 -1.41413 7.54896
```

Computed properties:
gap between HOMO and LUMO = 6.30 eV
net charge = 0
2S+1 = 1

---

Entry 3:
Computed, not measured: a 7-piece molecular cluster, C21H32O21 overall, with wB97M-V/def2-TZVPD.

```
74
Properties=species:S:1:pos:R:3
C 1.65354 -7.47082 -1.45525
C 1.48006 -8.77766 -0.68526
O 0.55985 -8.35120 0.27245
C 0.50380 -7.04264 0.39829
O -0.17141 -6.44372 1.24397
O 1.22271 -6.48933 -0.56409
H 1.00375 -7.42193 -2.32902
H 2.68653 -7.28232 -1.74769
H 2.41069 -9.23837 -0.35393
H 1.16463 -9.61343 -1.30984
C -1.48282 6.34043 -3.44683
C -2.51752 6.73921 -2.46113
O -2.89105 8.07418 -2.95260
C -1.98542 8.51526 -3.82556
O -1.99991 9.64558 -4.36240
O -1.16635 7.51592 -4.16369
H -1.94608 5.51714 -3.99059
H -0.62094 5.99194 -2.87778
H -2.11892 6.79794 -1.44834
H -3.39128 6.09279 -2.37865
C -2.65937 3.03333 5.72548
C -1.95768 3.89367 6.68147
O -2.52052 3.37407 7.85644
C -3.69295 2.70996 7.63471
O -4.58903 2.45636 8.43825
O -3.79208 2.43163 6.36674
H -1.97420 2.23826 5.43137
H -3.01349 3.52377 4.81875
H -2.15300 4.96257 6.59550
H -0.90446 3.62285 6.60750
C 6.57920 -3.45045 -1.00262
C 5.65843 -2.63470 -1.87599
O 4.92061 -1.76833 -0.97372
C 4.90079 -2.40122 0.18174
O 4.20548 -2.04818 1.06408
O 5.80107 -3.40785 0.18961
H 7.55578 -2.97780 -1.10749
H 6.59407 -4.44115 -1.45694
H 4.99267 -3.22075 -2.50955
H 6.13459 -2.00820 -2.63022
C -0.67901 -0.61241 0.49109
C -0.31341 0.84870 0.75765
O -1.46690 1.62319 0.55500
C -2.34827 0.87069 -0.13994
O -3.43594 1.26780 -0.52136
O -1.78305 -0.35559 -0.38126
H -1.10259 -1.20598 1.30124
H 0.15014 -1.20214 0.10014
H 0.47875 1.24067 0.11975
H 0.05566 0.87499 1.78293
C 4.95298 4.76862 -6.87091
O 3.77434 4.28999 -6.32144
C 3.69517 3.02410 -5.95194
O 4.58076 2.18044 -5.89125
O 2.40716 2.87261 -5.43343
C 2.05870 1.58448 -4.90552
H 5.41563 4.24022 -7.70449
H 5.68350 4.92702 -6.07759
H 4.66929 5.73236 -7.29377
H 0.99638 1.44512 -5.10592
H 2.16071 1.49167 -3.82428
H 2.65011 0.76932 -5.32247
C -3.35686 -3.16817 6.09743
O -3.48915 -2.99814 4.72219
C -4.66100 -3.18458 4.09476
O -5.69284 -3.58880 4.58633
O -4.45233 -2.95715 2.91614
C -5.59064 -2.98992 1.98662
H -3.90508 -4.04507 6.44182
H -3.88906 -2.45573 6.72775
H -2.33039 -3.22554 6.45962
H -6.48184 -2.41865 2.24642
H -5.89659 -4.01276 1.76692
H -5.33413 -2.61817 0.99460
```

Computed properties:
SMILES = COC(=O)OC.COC(=O)OC.O=C1OCCO1.O=C1OCCO1.O=C1OCCO1.O=C1OCCO1.O=C1OCCO1
ΔE to the lowest compared entry with this formula, charge and spin = 381.7 kJ/mol
gap between HOMO and LUMO = 10.32 eV
net charge = 0
2S+1 = 1

---

Entry 4:
Computed, not measured: a 5-piece molecular cluster, C21H33BF13NO12S overall, with wB97M-V/def2-TZVPD.

```
82
Properties=species:S:1:pos:R:3
C 5.73574 -0.86980 4.94918
C 5.08300 0.41296 5.50746
C 5.21924 1.62635 4.57080
C 3.63282 0.13384 5.97961
N 2.59704 0.61087 5.04812
C 2.47600 -0.14587 3.78293
B 1.76230 -1.55992 3.78273
O 1.41796 -2.18475 4.94440
O 1.48620 -2.17169 2.58307
S 1.18908 1.00638 5.76114
O 0.93673 0.35277 6.99722
O 0.19918 1.10037 4.74178
F 1.57583 2.47934 6.16394
H 5.02098 -1.49554 4.41052
H 6.14103 -1.46979 5.76802
H 6.57418 -0.62900 4.29345
H 5.63216 0.66336 6.41933
H 4.33300 1.80201 3.96258
H 5.44253 2.53859 5.12706
H 6.05525 1.47423 3.88264
H 3.46676 0.63205 6.93573
H 3.49976 -0.93659 6.17028
H 3.50315 -0.27571 3.42431
H 1.98490 0.49192 3.04257
H 0.73969 -2.85495 4.80445
H 1.88755 -1.73887 1.82391
C -0.13997 1.86032 1.12169
C -0.35799 0.46422 0.57937
O 0.15129 0.31268 -0.77046
C 1.44398 0.07440 -0.85189
O 2.21774 -0.09570 0.04470
C 1.86032 -0.03164 -2.33807
F 1.35327 0.96917 -3.05794
F 1.38047 -1.17889 -2.85461
F 3.17759 -0.03550 -2.46227
H -0.58729 2.60999 0.46897
H -0.59899 1.93502 2.10734
H 0.92183 2.08728 1.21769
H -1.41635 0.23093 0.49469
H 0.10415 -0.29153 1.21456
C -0.70987 0.52400 -5.21782
C -1.66633 -0.46070 -5.85775
O -3.04787 -0.17315 -5.54619
C -3.61918 0.79835 -6.23274
O -3.13841 1.47054 -7.09426
C -5.08913 0.94523 -5.77479
F -5.18411 0.94738 -4.44182
F -5.81161 -0.07918 -6.24152
F -5.60870 2.07615 -6.23568
H -0.87556 0.56195 -4.14218
H 0.31594 0.21376 -5.40897
H -0.84970 1.52619 -5.62181
H -1.51612 -1.46422 -5.46557
H -1.54970 -0.49140 -6.94066
C -4.38830 4.04736 -2.68289
C -5.26827 4.23229 -1.46938
O -4.47791 4.38648 -0.26924
C -3.97009 5.59091 -0.08522
O -4.10404 6.55063 -0.78311
C -3.15781 5.63039 1.22749
F -2.34209 4.57421 1.33476
F -3.98668 5.62039 2.27716
F -2.42390 6.73396 1.27291
H -3.71795 3.19848 -2.54132
H -5.00756 3.86022 -3.55753
H -3.78666 4.93578 -2.86957
H -5.87922 3.35243 -1.28215
H -5.92548 5.09447 -1.57438
C 1.10703 -4.23834 -2.67859
C -0.03504 -5.06679 -3.21923
O -0.10315 -6.36153 -2.58082
C -0.66271 -6.38294 -1.38289
O -1.12246 -5.46181 -0.77716
C -0.68834 -7.83394 -0.84728
F 0.49492 -8.43098 -1.00923
F -1.61019 -8.54095 -1.51289
F -0.99635 -7.84485 0.44246
H 2.04929 -4.77845 -2.77886
H 1.18267 -3.30380 -3.22698
H 0.95868 -4.00924 -1.62365
H 0.10312 -5.29039 -4.27461
H -0.99326 -4.56222 -3.09702
```

Computed properties:
SMILES = CC(C)CN(CB(O)O)S(=O)(=O)F.CCOC(=O)C(F)(F)F.CCOC(=O)C(F)(F)F.CCOC(=O)C(F)(F)F.CCOC(=O)C(F)(F)F
ΔE to the lowest compared entry with this formula, charge and spin = 0.0 kJ/mol
gap between HOMO and LUMO = 10.14 eV
net charge = 0
2S+1 = 1

---

Entry 5:
Computed, not measured: C21H33BiN6O5S as an isolated structure, with wB97M-V/def2-TZVPD.

```
67
Properties=species:S:1:pos:R:3
Bi 0.03099 -0.05734 -0.11603
C 3.39952 -4.50759 -1.12110
N 2.04370 -3.94452 -1.12700
C 0.98967 -4.73189 -1.76621
C 1.74568 -2.75588 -0.60642
N 0.60443 -2.14442 -0.79062
N 2.72285 -2.20928 0.22021
C 2.88658 -0.90755 0.62468
N 3.78859 -0.71663 1.57851
N 2.25525 0.08765 0.03017
H 3.52297 -5.10889 -2.01757
H 3.56598 -5.15148 -0.25483
H 4.14645 -3.71884 -1.15049
H 1.30693 -5.76942 -1.80028
H 0.80253 -4.39519 -2.78816
H 0.07027 -4.68468 -1.18344
H 0.00337 -2.59086 -1.47147
H 3.25671 -2.89205 0.73397
H 4.22146 -1.48633 2.06151
H 3.80858 0.16642 2.06212
H 2.52608 0.99104 0.40468
O -1.45807 2.11309 -1.01912
C -2.81139 1.65338 -1.11540
C -3.03131 1.06071 -2.48958
C -2.05798 -0.07497 -2.84826
C -0.70572 0.38043 -3.35106
C -0.59863 0.87355 -4.64496
C 0.63611 1.23170 -5.14957
C 1.75814 1.08183 -4.34687
C 1.58393 0.60154 -3.06846
N 0.38084 0.25983 -2.57247
H -1.28801 2.42363 -0.12137
H -3.51369 2.47237 -0.95401
H -3.00776 0.89309 -0.34598
H -2.95739 1.84665 -3.24425
H -4.05088 0.67392 -2.51631
H -2.50658 -0.65753 -3.65263
H -1.96070 -0.75655 -1.99300
H -1.48867 0.96068 -5.25481
H 0.72365 1.60985 -6.16029
H 2.74726 1.33686 -4.69973
H 2.42253 0.48968 -2.39419
O -1.91378 -1.66763 1.35452
C -2.19944 -0.78890 2.38674
C -3.53504 -0.47969 2.59088
C -3.89051 0.36353 3.62939
C -2.91615 0.88114 4.48025
C -1.58666 0.58282 4.25495
C -1.19756 -0.23212 3.19070
C 0.26332 -0.41029 2.91047
O 1.12419 0.13949 3.57137
O 0.54881 -1.14712 1.84626
H -1.06072 -2.07976 1.57997
H -4.27953 -0.94188 1.95456
H -4.93471 0.59888 3.79141
H -3.20192 1.49999 5.32017
H -0.81201 0.96301 4.90942
C 0.69826 3.33930 3.46638
S 0.99166 3.39790 1.70763
C -0.06306 4.77659 1.29734
O 0.28018 2.17266 1.12309
H 1.34137 4.08535 3.93516
H 0.96848 2.33503 3.79609
H -0.35245 3.53969 3.67435
H 0.27854 5.65872 1.83987
H -1.08127 4.51279 1.58336
H 0.01578 4.95449 0.22581
```

Computed properties:
ΔE to the lowest compared entry with this formula, charge and spin = 0.0 kJ/mol
gap between HOMO and LUMO = 8.20 eV
net charge = +2
2S+1 = 1

---

Entry 6:
Computed, not measured: C21H33Br3Cl3MnNO2Si as an isolated structure, with wB97M-V/def2-TZVPD.

```
65
Properties=species:S:1:pos:R:3
Mn 0.30617 -0.81925 -2.50961
C 2.32513 2.73150 4.05008
C 2.90155 3.04134 2.65509
C 2.80508 4.55595 2.38184
C 4.37063 2.62074 2.62018
C 2.06986 2.32371 1.61501
C 2.63995 1.37619 0.72284
C 1.83424 0.79019 -0.19020
Br 2.54610 -0.48897 -1.40381
C 0.43130 1.07970 -0.32784
O -0.24468 0.54690 -1.25988
C -0.16569 2.00812 0.61437
C 0.69091 2.58786 1.51813
C -1.64764 2.39339 0.64627
C -1.75198 3.89688 0.32916
C -2.55598 1.64020 -0.33189
C -2.17815 2.12571 2.06852
H 2.92080 3.25418 4.79888
H 2.36752 1.66316 4.26914
H 1.29276 3.06611 4.15666
H 3.40316 5.08501 3.12445
H 1.78152 4.92475 2.45690
H 3.19282 4.80768 1.39317
H 4.91626 3.17229 3.38497
H 4.84061 2.84892 1.66053
H 4.49839 1.55747 2.83687
H 3.68991 1.12788 0.78191
H 0.27882 3.30377 2.21475
H -1.37736 4.11482 -0.67331
H -1.19909 4.51074 1.04120
H -2.79872 4.20046 0.37151
H -2.32053 1.85952 -1.37201
H -3.57908 1.96783 -0.14625
H -2.51874 0.56042 -0.18331
H -1.65005 2.69778 2.83119
H -2.10392 1.06660 2.32378
H -3.22927 2.41189 2.11487
Br 3.75692 -1.15623 -4.88508
C 2.30964 -2.25020 -5.45047
Br 1.13450 -2.77631 -3.96204
H 2.67295 -3.19384 -5.83632
H 1.69104 -1.71783 -6.16012
Cl 0.13130 2.80452 -3.52381
Si 0.28342 0.89040 -4.12428
Cl 0.79685 0.79077 -6.05648
Cl -1.52099 -0.17689 -3.85626
O -0.38405 -2.25718 -1.31471
C -0.89328 -3.40053 -1.12783
C -0.39815 -4.28383 -0.02187
C -1.46041 -4.58289 1.07612
C -2.89804 -4.19861 0.72582
C -3.51249 -4.99503 -0.42489
C -2.58527 -5.10450 -1.63568
N -1.87044 -3.84512 -1.89624
H 0.47795 -3.80119 0.40267
H -0.05675 -5.21364 -0.48387
H -1.17203 -4.04253 1.97672
H -1.41108 -5.64354 1.32598
H -2.94032 -3.12849 0.49558
H -3.51837 -4.32885 1.61248
H -4.45696 -4.53437 -0.71855
H -3.74826 -6.01008 -0.09934
H -3.13206 -5.35844 -2.54032
H -1.83974 -5.88511 -1.48913
H -2.23851 -3.21191 -2.59222
```

Computed properties:
ΔE to the lowest compared entry with this formula, charge and spin = 0.0 kJ/mol
gap between HOMO and LUMO (spin up / spin down) = 7.11 / 6.81 eV
net charge = +2
2S+1 = 4
expectation value of S² = 4.006

---

Calculated energy (eV), listed in the same order as above: -68231.5087 -57691.8001 -65289.7904 -95215.7226 -58154.3548 -314779.8216
Calculated largest force on an atom (eV/A), listed in the same order as above: 2.1 8.5 8.3 0.8 0.5 0.6